(1)
Here is a 2-piece molecular cluster, C6H12FN overall at a distorted geometry from OMol25. Energies are from the ωB97M-V functional and the def2-TZVPD basis.

Properties
- energy above the lowest of the compared OMol25 structures with the same formula, charge and spin (eV) = 5.136
- LUMO (alpha / beta) (hartree) = 0.021 / 0.007
- HOMO level (alpha / beta) (eV) = -7.926 / -7.513
- orbital gap (alpha / beta) (hartree) = 0.31207 / 0.28328

CARTESIAN COORDINATES (ANGSTROEM)
C -0.46 1.08 0.78
C 0.02 -1.41 -1.56
C 1.35 0.79 -1.67
C 1.73 -0.97 0.39
C -2.46 0.69 2.25
C 0.89 -0.37 -0.80
N -1.29 0.40 1.42
F -0.39 2.38 0.54
H 0.49 -1.39 -2.55
H -0.96 -0.86 -1.69
H -0.07 -2.34 -0.99
H 0.40 1.02 -2.32
H 2.17 0.45 -2.32
H 1.53 1.56 -1.05
H 2.56 -1.56 -0.04
H 2.01 -0.15 1.11
H 0.84 -1.55 0.99
H -2.31 0.15 3.12
H -3.30 0.31 1.84
H -2.77 1.76 2.56

natural (NBO) population analysis, charges in e, atoms 1 to 4:
1. C 0.60
2. C -0.72
3. C -0.69
4. C -0.70

(2)
Here is a 2-piece molecular cluster, C6H12FN2P2S overall at a distorted geometry from OMol25. Energies are from the ωB97M-V functional and the def2-TZVPD basis.

Properties
- LUMO (hartree) = 0.119
- HOMO level (eV) = -3.372
- total charge = -1
- orbital gap (hartree) = 0.24260

CARTESIAN COORDINATES (ANGSTROEM)
C -2.69 -0.31 0.33
P -1.07 -1.08 -0.38
N -1.52 -0.42 -1.98
P -0.56 -1.88 1.61
S 0.86 -3.23 1.58
C 0.42 0.11 -0.39
C 0.55 1.29 0.59
C 1.71 2.34 0.62
C 2.76 2.05 -0.51
C 2.49 0.80 -1.37
N 1.43 -0.13 -1.36
H -2.38 0.21 1.30
H -2.99 0.51 -0.40
H -3.48 -1.12 0.48
H -1.02 -2.40 -0.98
H -0.78 -0.66 -2.67
H -2.44 -0.80 -2.25
H -0.32 -0.85 2.61
H -1.75 -2.57 2.08
H -0.28 1.41 1.38
H 1.77 3.23 1.32
H 3.68 2.73 -0.67
H 3.29 0.60 -2.18
F 2.32 0.17 1.26

natural (NBO) population analysis, charges in e, atoms 1 to 4:
1. C -0.95
2. P 1.10
3. N -1.20
4. P 0.46

(3)
Here is the molecule C6H12INO2S at a distorted geometry from OMol25. Energies are from the ωB97M-V functional and the def2-TZVPD basis.

Properties
- energy above the lowest of the compared OMol25 structures with the same formula, charge and spin (eV) = 0.000
- LUMO (hartree) = 0.007
- HOMO level (eV) = -9.435
- orbital gap (hartree) = 0.35407
- structure (SMILES) = C[C@@]1(I)CCCN1S(C)(=O)=O

CARTESIAN COORDINATES (ANGSTROEM)
C 0.31 -2.11 0.73
C -0.40 -1.89 -0.62
C 1.04 -0.75 1.00
C -0.62 -0.42 -0.66
C -0.78 -0.03 -2.13
C -0.19 2.53 1.36
N 0.47 0.16 0.06
O 0.66 2.36 -1.18
O 2.29 1.69 0.57
S 0.96 1.75 0.10
I -2.55 -0.06 0.49
H -0.36 -2.29 1.58
H 0.89 -3.08 0.76
H 0.46 -2.14 -1.27
H -1.29 -2.52 -0.80
H 0.66 -0.46 2.01
H 2.10 -0.63 0.87
H -1.25 0.91 -2.46
H -1.41 -0.73 -2.64
H 0.27 0.02 -2.56
H -0.13 3.54 1.27
H -1.14 1.98 1.22
H 0.04 2.15 2.30

natural (NBO) population analysis, charges in e, atoms 1 to 4:
1. C -0.42
2. C -0.48
3. C -0.23
4. C 0.21

(4)
Here is a 2-piece molecular cluster, C6H12N overall at a distorted geometry from OMol25. Energies are from the ωB97M-V functional and the def2-TZVPD basis.

Properties
- multiplicity = 2
- energy above the lowest of the compared OMol25 structures with the same formula, charge and spin (eV) = 3.495
- <S²> = 0.76
- LUMO (alpha / beta) (hartree) = 0.037 / -0.029
- HOMO level (alpha / beta) (eV) = -9.103 / -9.048
- orbital gap (alpha / beta) (hartree) = 0.37183 / 0.30332

CARTESIAN COORDINATES (ANGSTROEM)
C -3.01 0.87 0.78
C -2.95 -0.37 -0.16
C -1.52 -0.25 -0.93
C -0.40 -0.96 -0.21
C 0.54 -0.46 0.53
N 4.05 1.14 -0.17
C 3.56 0.01 0.08
H -2.81 1.76 0.20
H -2.01 0.83 1.42
H -3.87 0.96 1.50
H -3.83 -0.38 -0.79
H -2.91 -1.35 0.35
H -1.20 0.76 -1.08
H -1.60 -0.81 -1.90
H -0.17 -2.00 -0.54
H 1.13 -1.26 1.12
H 5.07 1.05 -0.26
H 2.55 -0.07 -0.30
H 3.96 -0.54 0.87

natural (NBO) population analysis, charges in e, atoms 1 to 4:
1. C -0.62
2. C -0.39
3. C -0.44
4. C -0.33